a | DFT (ωB97M-V with the def2-TZVPD basis set) results for the molecule C4H7ClN2.

As for the SMILES: CN1CN=C[C@H]1Cl. Its molecular weight is 118.567 g mol⁻¹. As for the HOMO-LUMO gap: 0.360 hartree. The HOMO energy is -9.019 eV.

```
14
Properties=species:S:1:pos:R:3:nbo_charge:R:1
C -1.20 -1.44 -0.23 0.107
C 0.85 -1.03 0.34 -0.058
C -0.98 0.05 -0.66 -0.007
C 0.94 1.48 0.25 -0.417
N -0.21 -2.01 0.18 -0.387
N 0.30 0.21 -0.20 -0.473
Cl -2.33 1.18 0.04 -0.189
H -2.14 -2.09 -0.31 0.207
H 1.06 -0.84 1.51 0.181
H 1.76 -1.23 -0.17 0.198
H -1.29 0.21 -1.72 0.205
H 0.55 2.30 -0.32 0.220
H 0.75 1.72 1.41 0.204
H 1.94 1.50 -0.12 0.209
```

***

b | DFT (ωB97M-V with the def2-TZVPD basis set) results for the molecule C4H7ClN2.

As for the SMILES: C/C=C(Cl)\C=N/N. Its molecular weight is 118.567 g mol⁻¹. As for the HOMO-LUMO gap: 0.357 hartree. The HOMO energy is -9.297 eV.

```
14
Properties=species:S:1:pos:R:3:nbo_charge:R:1
C -0.26 -1.18 1.15 -0.669
C -0.95 -0.94 -0.19 -0.191
C -0.30 -0.35 -1.19 -0.120
C 1.03 0.45 -1.30 -0.014
H 0.73 -0.80 1.24 0.237
H -0.24 -2.22 1.71 0.239
H -0.67 -0.40 2.06 0.234
H -1.93 -1.35 -0.33 0.228
H 1.88 0.32 -2.11 0.246
H -0.61 1.60 0.21 0.341
H 0.44 2.59 1.00 0.366
N 1.32 1.24 -0.26 -0.248
N 0.35 1.45 0.83 -0.661
Cl -0.79 -0.41 -2.82 0.012
```

***

c | DFT (ωB97M-V with the def2-TZVPD basis set) results for the molecule C4H7ClN2.

As for the SMILES: Cl/N=C1/CCCN1. Its molecular weight is 118.567 g mol⁻¹. As for the HOMO-LUMO gap: 0.376 hartree. The HOMO energy is -9.298 eV.

```
14
Properties=species:S:1:pos:R:3:nbo_charge:R:1
C 0.95 0.13 0.63 0.440
C 0.23 1.27 0.16 -0.531
C -0.68 0.67 -0.89 -0.394
C -1.02 -0.75 -0.40 -0.237
N 1.92 0.04 1.38 -0.451
N 0.27 -1.31 0.01 -0.656
Cl 2.48 -1.47 1.88 0.121
H -0.38 1.92 0.79 0.257
H 0.81 2.09 -0.29 0.259
H -1.65 1.09 -1.13 0.222
H -0.23 0.45 -1.97 0.210
H -1.82 -0.70 0.43 0.172
H -1.24 -1.38 -1.28 0.208
H 0.35 -2.03 0.67 0.381
```

***

d | DFT (ωB97M-V with the def2-TZVPD basis set) results for a 2-piece molecular cluster, C4H7ClN2 overall.

As for the SMILES: [H]/N=C(\Cl)CC.C#N. Its molecular weight is 118.567 g mol⁻¹. As for the HOMO-LUMO gap: 0.389 hartree. The HOMO energy is -9.715 eV.

```
14
Properties=species:S:1:pos:R:3:nbo_charge:R:1
C -2.61 1.21 -0.61 0.081
C 1.85 -0.06 0.94 -0.590
C 0.43 0.23 0.40 -0.503
C 0.01 -0.76 -0.54 0.397
N -2.13 1.27 0.50 -0.325
N -0.15 -0.58 -1.69 -0.655
Cl -0.13 -2.44 0.16 -0.164
H 2.42 -0.49 0.22 0.206
H 1.68 -0.86 1.78 0.216
H 2.21 0.89 1.49 0.222
H -0.32 0.07 1.20 0.250
H 0.35 1.21 0.01 0.239
H -0.31 -1.13 -2.47 0.385
H -3.30 1.45 -1.40 0.241
```

***

Stability check: which of them is least stable? b.

***

a | DFT (ωB97M-V with the def2-TZVPD basis set) results for the molecule C4H5NO.

As for the SMILES: Oc1ccc[nH]1. Its molecular weight is 83.090 g mol⁻¹. As for the HOMO-LUMO gap: 0.345 hartree. The HOMO energy is -8.558 eV.

```
11
Properties=species:S:1:pos:R:3:nbo_charge:R:1
O 2.19 0.46 -0.07 -0.682
C 0.87 0.12 -0.02 0.411
C 0.26 -1.05 0.22 -0.354
C -1.15 -0.79 0.08 -0.251
C -1.32 0.53 -0.15 -0.077
N -0.06 1.18 -0.17 -0.605
H 2.40 0.53 -1.01 0.489
H 0.75 -1.98 0.46 0.229
H -1.93 -1.54 0.16 0.222
H -2.23 1.10 -0.31 0.211
H 0.22 1.44 0.80 0.408
```

***

b | DFT (ωB97M-V with the def2-TZVPD basis set) results for a 2-piece molecular cluster, C4H5NO overall.

As for the SMILES: C1=CN1.C=C=O. Its molecular weight is 83.090 g mol⁻¹. As for the HOMO-LUMO gap: 0.304 hartree. The HOMO energy is -7.680 eV.

```
11
Properties=species:S:1:pos:R:3:nbo_charge:R:1
C 0.79 -2.12 1.14 -0.067
C -0.58 2.25 -1.38 -0.777
C 0.21 1.51 -0.72 0.717
C 0.20 -1.65 0.13 -0.038
N -0.39 -1.30 1.43 -0.663
O 0.71 0.65 -0.10 -0.475
H 1.65 -2.24 1.80 0.231
H -1.63 2.30 -0.99 0.277
H -0.49 2.74 -2.33 0.267
H -0.17 -0.30 1.78 0.308
H -0.31 -1.84 -0.76 0.218
```

***

Stability check: which of them is least stable? b.

***

a | DFT (ωB97M-V with the def2-TZVPD basis set) results for the molecule C5H8N2.

Its molecular weight is 96.133 g mol⁻¹. As for the HOMO-LUMO gap: 0.333 hartree. The HOMO energy is -8.854 eV.

```
15
Properties=species:S:1:pos:R:3:nbo_charge:R:1
C -1.71 -0.01 0.81 -0.784
C -0.83 -0.92 0.01 0.133
N -0.06 0.31 -1.54 -0.733
C 0.49 -0.29 -0.30 -0.149
C 1.17 0.74 0.60 -0.614
C 1.48 -1.31 -0.70 0.283
N 2.27 -2.09 -1.03 -0.305
H -1.50 -0.34 1.85 0.272
H -1.51 1.08 0.79 0.199
H -2.77 -0.19 0.65 0.235
H -1.02 0.63 -1.46 0.388
H 0.01 -0.33 -2.33 0.398
H 0.52 1.60 0.80 0.217
H 1.44 0.27 1.56 0.224
H 2.09 1.10 0.13 0.236
```

***

b | DFT (ωB97M-V with the def2-TZVPD basis set) results for C5H8N2 as an isolated structure.

Its molecular weight is 96.133 g mol⁻¹. As for the HOMO-LUMO gap: 0.355 hartree. The HOMO energy is -8.736 eV.

```
15
Properties=species:S:1:pos:R:3:nbo_charge:R:1
C 1.02 1.88 0.09 -0.618
C -0.40 1.24 0.29 -0.145
C -0.22 -1.19 0.85 -0.107
C -0.17 -2.39 0.10 -0.112
C -0.35 -0.83 -1.37 0.212
H 1.54 1.64 -0.93 0.229
H 1.57 0.79 0.70 0.222
H 1.00 2.89 0.38 0.223
H -1.54 1.66 -0.46 0.146
H -0.73 1.39 1.21 0.191
H -0.45 -1.22 2.13 0.244
H 0.11 -3.32 0.27 0.200
H -0.62 -0.27 -1.92 0.131
N -0.42 -0.19 -0.12 -0.391
N -0.34 -2.07 -1.23 -0.425
```

***

Stability check: which of them is least stable? b.